{
  "formula": "C22H30BiO2Si",
  "method": "ωB97M-V/def2-TZVPD",
  "symbols": ["C", "C", "C", "H", "C", "C", "H", "H", "H", "H", "Bi", "C", "H", "H", "H", "Si", "C", "C", "H", "C", "H", "C", "H", "C", "H", "C", "H", "C", "C", "H", "C", "H", "C", "H", "C", "H", "C", "H", "H", "H", "C", "O", "C", "C", "O", "C", "H", "H", "H", "H", "H", "H", "H", "H", "H", "H"],
  "coordinates": [[0.9748, 2.2660, 3.9660], [1.2736, 2.9006, 2.7395], [0.2259, 2.6212, 1.8125], [2.1157, 3.5727, 2.5787], [-0.7708, 1.8334, 2.5491], [-0.2492, 1.5839, 3.8667], [-0.8216, 1.1137, 4.6715], [1.5446, 2.3313, 4.8946], [0.0577, 3.0793, 0.8371], [-1.8128, 1.7324, 2.2674], [0.3468, 0.1126, 1.1369], [-1.7510, 0.2064, 0.1076], [-2.4947, 0.4213, 0.8743], [-1.9811, -0.7852, -0.3070], [-1.7744, 0.9972, -0.6441], [-0.1700, -0.8422, -2.1791], [1.3247, -0.9837, -3.2853], [2.0746, 0.2168, -3.3129], [1.7231, 1.1206, -2.8037], [3.3337, 0.2621, -3.9110], [3.9421, 1.1629, -3.8262], [3.8325, -0.8650, -4.5641], [4.8273, -0.8468, -5.0075], [3.0749, -2.0396, -4.5920], [3.4822, -2.9321, -5.0634], [1.8182, -2.0992, -3.9765], [1.2291, -3.0168, -3.9860], [-1.4559, 0.1482, -3.1605], [-1.0112, 0.7873, -4.3286], [-0.0729, 0.4951, -4.7927], [-1.7521, 1.8223, -4.9034], [-1.3870, 2.3193, -5.8003], [-2.9476, 2.2380, -4.3057], [-3.4664, 3.1307, -4.6631], [-3.4784, 1.5026, -3.2382], [-4.4048, 1.8207, -2.7532], [-2.7936, 0.3792, -2.7688], [-3.2782, -0.2916, -2.0603], [0.5939, -0.3437, -0.9226], [-0.9472, -2.0153, -1.6386], [-2.2944, -1.1473, 3.0240], [-0.9061, -1.3116, 2.6959], [-0.3484, -2.4217, 3.4382], [1.1636, -2.3341, 3.4217], [1.6196, -0.9799, 3.6236], [1.9217, -0.6378, 4.9788], [-2.7456, -0.4634, 2.2975], [-2.3472, -0.6872, 4.0204], [-2.7899, -2.1372, 2.9994], [-0.7054, -2.3630, 4.4758], [-0.6862, -3.3687, 2.9810], [1.5998, -3.0024, 4.1804], [1.5387, -2.6278, 2.4309], [2.4727, 0.3076, 4.9380], [0.9991, -0.5020, 5.5703], [2.5339, -1.4398, 5.4170]],
  "mulliken_charge": [-0.623, -0.945, -0.912, 0.471, -0.498, -0.312, 0.408, 0.711, 0.685, 0.812, 1.504, -1.891, 0.538, 0.502, 0.420, 0.643, 0.349, -0.050, 0.366, -0.748, 0.369, -0.414, 0.383, -0.475, 0.377, -0.607, 0.363, 0.401, -0.414, 0.401, -0.535, 0.400, -0.464, 0.386, -0.386, 0.394, -0.433, 0.414, -0.379, -0.201, -0.880, -0.139, -0.399, -0.845, -0.257, -0.724, 0.216, 0.304, 0.359, 0.405, 0.402, 0.478, 0.224, 0.146, 0.307, 0.394],
  "total_charge": 1,
  "energy_ev": -41102.5276,
  "spin_multiplicity": 1,
  "fmax_ha_per_bohr": 0.048,
  "e_homo_ha": -0.4129
}

{
  "formula": "C22H30ClO7PS",
  "method": "ωB97M-V/def2-TZVPD",
  "symbols": ["O", "C", "C", "C", "Cl", "C", "O", "C", "C", "C", "C", "P", "O", "O", "S", "C", "C", "H", "H", "H", "H", "H", "H", "C", "C", "C", "O", "C", "H", "H", "H", "H", "H", "H", "H", "H", "C", "C", "C", "O", "C", "H", "H", "H", "H", "H", "H", "H", "H", "C", "C", "C", "O", "C", "H", "H", "H", "H", "H", "H", "H", "H"],
  "coordinates": [[-2.6789, -1.6651, 1.6082], [-2.9437, -0.6214, 1.0694], [-3.7720, 0.5111, 1.7679], [-4.6169, 1.2543, 1.0064], [-5.5298, 2.5872, 1.7912], [-4.7824, 0.9409, -0.5256], [-5.8510, 0.9839, -1.0697], [-3.4464, 0.5268, -1.2351], [-3.1456, 0.9226, -2.6039], [-1.8637, 0.4676, -3.1655], [-0.9412, -0.3451, -2.3580], [0.7153, -0.8997, -3.0207], [1.2713, -2.2261, -2.2052], [1.8279, 0.3317, -2.7000], [0.6957, -1.1908, -4.9343], [-1.2649, -0.7390, -0.9763], [-2.5299, -0.2926, -0.4088], [-3.6744, 0.7097, 2.8669], [-3.8533, 1.5599, -3.1803], [-1.6068, 0.7761, -4.2071], [2.1695, -2.0635, -1.8364], [1.5090, 0.7746, -1.8835], [-0.5327, -1.3545, -0.4076], [-5.8131, 2.9197, 6.8281], [-4.4529, 2.3772, 7.2223], [-3.9698, 1.7664, 5.9193], [-4.5508, 2.5381, 4.8591], [-5.5625, 3.3929, 5.4076], [-6.1768, 3.7123, 7.4824], [-6.5497, 2.1110, 6.8284], [-3.7956, 3.2010, 7.5155], [-4.4861, 1.6597, 8.0425], [-4.3165, 0.7326, 5.8121], [-2.8817, 1.7797, 5.8278], [-5.1795, 4.4190, 5.3928], [-6.4582, 3.3469, 4.7851], [3.2136, -2.2281, 2.5903], [2.9410, -3.5604, 1.9154], [2.3301, -3.1250, 0.5966], [2.9138, -1.8543, 0.2701], [3.6208, -1.3572, 1.4149], [3.9769, -2.2769, 3.3670], [2.2926, -1.8443, 3.0392], [3.8840, -4.0847, 1.7358], [2.2890, -4.2191, 2.4890], [1.2479, -2.9835, 0.6852], [2.5228, -3.8335, -0.2110], [4.6930, -1.4418, 1.2105], [3.3783, -0.3040, 1.5674], [5.5546, 0.0147, -6.8834], [4.9248, 0.8316, -5.7709], [4.6157, -0.2346, -4.7361], [5.6111, -1.2578, -4.8863], [6.3310, -1.0319, -6.1033], [6.1847, 0.5986, -7.5553], [4.7731, -0.4662, -7.4789], [5.6567, 1.5404, -5.3712], [4.0424, 1.3919, -6.0812], [3.6365, -0.6892, -4.9145], [4.6387, 0.1521, -3.7153], [7.3313, -0.6696, -5.8404], [6.4340, -1.9722, -6.6484]],
  "mulliken_charge": [-0.487, 0.052, -0.457, 0.332, -0.154, 0.156, -0.472, 0.690, -0.854, -0.478, 0.008, 1.141, -0.442, -0.506, -0.453, -0.567, 0.286, 0.322, 0.401, 0.339, 0.337, 0.326, 0.538, -0.545, -0.585, -0.465, -0.295, -0.433, 0.334, 0.274, 0.268, 0.321, 0.306, 0.303, 0.282, 0.256, -0.538, -0.619, -0.305, -0.362, -0.524, 0.337, 0.254, 0.268, 0.344, 0.137, 0.416, 0.294, 0.275, -0.538, -0.554, 0.183, -0.432, -0.480, 0.343, 0.256, 0.300, 0.321, -0.193, 0.196, 0.277, 0.263],
  "total_charge": 0,
  "smiles": "O=C1C=C(Cl)C(=O)c2ccc(P(O)(O)=S)cc21.C1CCOC1.C1CCOC1.C1CCOC1",
  "energy_ev": -70278.3169,
  "spin_multiplicity": 1,
  "fmax_ha_per_bohr": 0.055,
  "e_homo_ha": -0.3214
}

{
  "formula": "C22H30ClPTi",
  "method": "ωB97M-V/def2-TZVPD",
  "symbols": ["C", "C", "C", "C", "Cl", "H", "H", "H", "H", "H", "H", "H", "H", "H", "C", "C", "C", "H", "C", "C", "H", "H", "H", "H", "C", "C", "C", "H", "C", "C", "H", "H", "H", "H", "Ti", "C", "P", "C", "C", "C", "C", "C", "C", "C", "H", "H", "H", "H", "H", "H", "H", "H", "H", "H", "H"],
  "coordinates": [[0.2672, 1.0413, -5.0003], [1.5897, 1.4962, -5.6466], [0.0181, -0.4014, -5.4751], [-0.8185, 1.9154, -5.6485], [0.3056, 1.2558, -3.3036], [0.0503, -0.2537, -6.5544], [-0.9864, -0.7912, -5.2419], [0.8266, -1.1112, -5.2317], [1.3468, 1.4856, -6.7142], [2.4181, 0.7937, -5.4957], [1.8788, 2.5203, -5.3729], [-0.5820, 1.8066, -6.7113], [-0.7391, 2.9783, -5.3851], [-1.8371, 1.5424, -5.4975], [1.5921, -1.2561, 1.4641], [0.9412, -2.2940, 0.6818], [1.2052, -2.0469, -0.7144], [0.4808, -3.1811, 1.1396], [1.9976, -0.8553, -0.8172], [2.2516, -0.3796, 0.5251], [2.8790, 0.4609, 0.8136], [1.6493, -1.1873, 2.5491], [0.9596, -2.7361, -1.5168], [2.3934, -0.4544, -1.7480], [-2.0109, 0.6902, 0.9576], [-1.8926, -0.6448, 1.4833], [-1.9341, -1.5605, 0.3590], [-1.8636, -0.9372, 2.5471], [-2.0692, -0.7830, -0.8483], [-2.1108, 0.6017, -0.4781], [-2.2494, 1.4417, -1.1678], [-2.0103, 1.5742, 1.5907], [-1.9929, -2.6478, 0.4386], [-2.2129, -1.1791, -1.8683], [-0.0159, -0.2471, 0.3856], [1.9872, 2.1789, 3.5523], [0.2702, 1.5953, 3.1122], [0.0747, 0.4498, 4.5462], [-0.6892, 3.0380, 3.7966], [-2.0050, 2.8128, 4.2525], [-2.7703, 3.8543, 4.7817], [-2.2477, 5.1502, 4.8307], [-0.9472, 5.3929, 4.3717], [-0.1762, 4.3514, 3.8562], [2.7050, 1.3730, 3.3216], [2.0498, 2.4362, 4.6312], [2.2309, 3.0527, 2.9227], [0.6264, 0.8672, 5.3978], [-0.9841, 0.3077, 4.7913], [0.4912, -0.5365, 4.3058], [-2.4246, 1.8007, 4.2324], [-3.7732, 3.6443, 5.1698], [-2.8349, 5.9545, 5.2724], [-0.5228, 6.3962, 4.4392], [0.8458, 4.5647, 3.5326]],
  "mulliken_charge": [0.947, -1.369, -1.357, -1.409, -0.230, 0.372, 0.361, 0.374, 0.392, 0.366, 0.386, 0.409, 0.380, 0.372, -0.347, -0.552, -0.284, 0.531, -0.556, -0.575, 0.492, 0.783, 0.576, 0.585, -0.390, -0.120, -0.707, 0.475, -0.149, -0.720, 0.512, 0.586, 0.543, 0.525, 0.405, -1.431, 0.864, -1.211, 0.762, -0.232, -0.802, -0.485, -0.620, -0.475, 0.393, 0.450, 0.425, 0.460, 0.371, 0.327, 0.199, 0.384, 0.400, 0.401, 0.211],
  "total_charge": 2,
  "energy_ev": -68211.0986,
  "spin_multiplicity": 1,
  "fmax_ha_per_bohr": 0.059,
  "e_homo_ha": -0.5323
}

{
  "formula": "C22H30CoO2Si",
  "method": "ωB97M-V/def2-TZVPD",
  "symbols": ["C", "C", "C", "H", "C", "C", "H", "H", "H", "H", "Co", "C", "H", "H", "H", "Si", "C", "C", "H", "C", "H", "C", "H", "C", "H", "C", "H", "C", "C", "H", "C", "H", "C", "H", "C", "H", "C", "H", "H", "H", "C", "O", "C", "C", "O", "C", "H", "H", "H", "H", "H", "H", "H", "H", "H", "H"],
  "coordinates": [[1.0343, 2.2097, 1.7655], [-0.0548, 2.2370, 0.8463], [-1.2739, 2.2298, 1.5880], [0.0253, 2.3057, -0.2352], [-0.9408, 2.1612, 2.9742], [0.4855, 2.1276, 3.0806], [1.0475, 2.1204, 4.0115], [2.0917, 2.2473, 1.5102], [-2.2739, 2.3016, 1.1698], [-1.6422, 2.1758, 3.8067], [-0.1621, 0.5672, 2.0470], [-1.3927, -2.1194, -2.5381], [-2.3406, -1.6094, -2.3527], [-1.6175, -3.1940, -2.4679], [-1.0698, -1.9267, -3.5650], [-0.2630, -0.6793, -1.4474], [1.5750, -0.7116, -1.6191], [2.2013, 0.5432, -1.6060], [1.6277, 1.4371, -1.3589], [3.5457, 0.6564, -1.9532], [4.0100, 1.6409, -1.9593], [4.2707, -0.4851, -2.3171], [5.2916, -0.3829, -2.6843], [3.6974, -1.7563, -2.1933], [4.2848, -2.6529, -2.4219], [2.3650, -1.8752, -1.7811], [1.9363, -2.8693, -1.6247], [-1.2592, 0.7942, -2.0226], [-0.8879, 1.6455, -3.0773], [0.1414, 1.6448, -3.4431], [-1.8593, 2.4384, -3.7068], [-1.5859, 3.0272, -4.5874], [-3.1755, 2.4545, -3.2284], [-3.9501, 3.0016, -3.7726], [-3.4919, 1.7751, -2.0458], [-4.4959, 1.8369, -1.6208], [-2.5284, 0.9685, -1.4354], [-2.7829, 0.4114, -0.5323], [-0.6189, -0.7045, 0.0026], [-0.4658, -2.1541, -1.7050], [-2.5776, -0.8484, 3.1847], [-1.2896, -1.0146, 2.5760], [-0.7261, -2.3484, 2.6323], [0.7868, -2.2583, 2.6179], [1.1888, -0.9773, 2.0675], [2.6180, -0.7573, 2.1142], [-2.4403, -0.5679, 4.2383], [-3.1496, -1.7796, 3.1005], [-3.0833, -0.0335, 2.6598], [-1.0527, -2.8569, 3.5490], [-1.0753, -2.8978, 1.7457], [1.1888, -2.3489, 3.6383], [1.2252, -3.0580, 2.0049], [2.8527, 0.0221, 1.3779], [2.8957, -0.4190, 3.1275], [3.1403, -1.6942, 1.8656]],
  "lowdin_spin": [0.062, 0.065, 0.065, 0.006, 0.056, 0.054, 0.005, 0.005, 0.005, 0.004, 2.555, 0.286, 0.027, 0.006, 0.023, 0.268, 0.048, 0.010, 0.001, 0.002, 0.000, 0.004, 0.000, 0.002, 0.000, 0.030, 0.021, 0.031, 0.002, 0.000, 0.002, 0.000, -0.001, 0.000, 0.003, 0.000, 0.004, 0.002, 0.050, 0.152, 0.003, 0.056, 0.009, 0.008, 0.049, 0.002, 0.000, 0.000, 0.001, 0.001, 0.008, 0.000, 0.005, 0.001, 0.000, 0.000],
  "e_above_lowest_kj_mol": 68.86,
  "total_charge": 1,
  "energy_ev": -72887.9267,
  "spin_multiplicity": 5,
  "fmax_ha_per_bohr": 0.094,
  "e_homo_ha": [-0.2538, -0.4323]
}